# C42H108O16P3

A cluster of 11 separate species, C42H108O16P3 in total in a non-equilibrium geometry (ωB97M-V/def2-TZVPD, OMol25).

Output
Net charge = -1
Lowest unoccupied orbital energy = 1.5405 eV
Orbital gap = 4.317 eV
Maximum force = 1.71 eV/Å
E_HOMO = -2.78 eV

Atoms and positions in Å:
C (9.92388, 3.54080, 1.19001)
C (8.64108, 3.81379, 0.39734)
C (7.39111, 3.14773, 1.00618)
C (7.00392, 1.87930, 0.26712)
C (5.76489, 1.15968, 0.80734)
C (4.43996, 1.76102, 0.29690)
C (3.63008, 2.38746, 1.48242)
C (3.00586, 3.76431, 1.17506)
P (1.23858, 3.89052, 1.16937)
O (0.76220, 5.26853, 1.32864)
O (0.72860, 3.19040, -0.14740)
C (-0.63786, 3.45013, -0.48733)
C (-1.57002, 2.34688, 0.00463)
O (0.68145, 2.90891, 2.28161)
C (0.37688, 3.46579, 3.57123)
C (-1.10168, 3.60878, 3.78682)
P (3.55633, 0.46071, -0.54329)
P (3.01512, -1.20270, 0.80186)
O (4.09165, -1.64053, 1.70709)
O (2.57805, -2.46927, -0.12427)
O (1.66819, -0.95458, 1.66210)
H (9.69890, 3.23037, 2.20163)
H (10.48894, 2.74041, 0.72312)
H (10.57139, 4.41080, 1.19560)
H (8.47901, 4.87389, 0.25925)
H (8.75152, 3.40523, -0.60087)
H (7.54067, 2.94420, 2.06248)
H (6.55753, 3.84255, 0.90915)
H (7.85638, 1.19436, 0.34044)
H (6.87304, 2.08578, -0.78756)
H (5.81596, 1.16450, 1.89298)
H (5.85307, 0.13436, 0.46558)
H (4.33265, 2.51569, 2.30042)
H (2.86721, 1.70436, 1.84198)
H (3.40195, 4.13937, 0.24173)
H (3.27732, 4.47029, 1.95391)
H (-0.67500, 3.50915, -1.56747)
H (-0.96912, 4.41188, -0.11592)
H (-1.02852, 1.56446, 0.51762)
H (-2.12921, 1.94478, -0.82251)
H (-2.29953, 2.76305, 0.69086)
H (0.75675, 2.75641, 4.29783)
H (0.89017, 4.40290, 3.74799)
H (-1.27528, 3.55796, 4.85736)
H (-1.62877, 2.77518, 3.33959)
H (-1.47825, 4.56053, 3.43151)
H (2.28814, 1.01195, -0.78268)
H (3.39283, -2.78333, -0.54191)
H (1.67244, -1.64074, 2.35080)
C (-1.21142, 3.23248, 9.47063)
C (-1.71637, 3.87610, 8.18787)
C (-3.20871, 4.16467, 8.25791)
O (-1.42511, 3.04481, 7.06749)
H (-1.71410, 2.27593, 9.63793)
H (-0.14200, 3.03514, 9.40231)
H (-1.39396, 3.87275, 10.33500)
H (-1.17431, 4.80548, 8.00943)
H (-3.76852, 3.23469, 8.39041)
H (-3.55108, 4.62669, 7.33213)
H (-3.44621, 4.83034, 9.08908)
H (-1.88739, 2.20724, 7.18795)
C (4.75689, 7.15921, 0.90352)
C (6.24730, 7.42876, 0.81628)
C (6.53440, 8.91748, 0.67707)
O (6.81509, 6.71009, -0.27694)
H (4.25362, 7.50185, -0.00280)
H (4.57578, 6.09417, 1.00238)
H (4.30648, 7.67141, 1.75587)
H (6.73966, 7.03891, 1.70924)
H (6.08050, 9.30455, -0.23592)
H (7.60936, 9.09967, 0.61964)
H (6.13131, 9.47682, 1.52405)
H (6.40422, 7.02983, -1.08790)
C (2.92658, 11.86861, -2.00492)
C (2.72727, 10.45484, -1.47785)
C (1.35272, 10.27743, -0.85149)
O (3.74521, 10.12916, -0.53336)
H (2.85293, 12.59127, -1.18723)
H (3.91578, 11.97478, -2.45091)
H (2.17657, 12.12165, -2.75564)
H (2.84820, 9.74185, -2.29418)
H (1.23477, 10.95478, -0.00055)
H (1.22940, 9.25938, -0.48255)
H (0.55880, 10.48633, -1.57007)
H (3.66665, 10.74087, 0.20751)
C (-0.03636, -1.16698, -5.49179)
C (0.01705, -0.13174, -4.37765)
C (0.60208, -0.72029, -3.10272)
O (-1.29465, 0.39185, -4.14361)
H (-0.67759, -2.00357, -5.20029)
H (-0.45392, -0.73310, -6.40202)
H (0.95739, -1.55614, -5.71576)
H (0.62073, 0.71819, -4.69743)
H (-0.01969, -1.54739, -2.74598)
H (0.63792, 0.02431, -2.30982)
H (1.61319, -1.09310, -3.26471)
H (-1.85227, -0.34122, -3.85428)
C (3.18533, -2.86460, 5.12787)
C (2.08458, -3.67491, 5.79191)
C (2.33947, -5.16967, 5.66166)
O (0.81573, -3.33982, 5.22346)
H (3.23269, -3.08794, 4.05824)
H (2.98756, -1.79733, 5.22424)
H (4.16120, -3.07710, 5.56584)
H (2.01151, -3.40918, 6.84784)
H (2.36612, -5.45911, 4.60808)
H (1.54150, -5.74039, 6.13953)
H (3.28929, -5.44983, 6.11904)
H (0.85006, -3.55854, 4.28466)
C (-1.32430, -5.11701, 2.44688)
C (-1.79231, -6.48772, 2.90255)
C (-3.22606, -6.44962, 3.40747)
O (-0.92370, -6.99049, 3.92033)
H (-1.34792, -4.41305, 3.28425)
H (-0.29552, -5.16636, 2.08759)
H (-1.95141, -4.72259, 1.64677)
H (-1.72095, -7.18795, 2.07107)
H (-3.30559, -5.78208, 4.26988)
H (-3.54367, -7.44241, 3.72949)
H (-3.90792, -6.09887, 2.63182)
H (-0.96451, -6.38034, 4.66633)
C (-2.56014, -9.41688, 0.19559)
C (-3.54237, -8.63777, -0.66517)
C (-3.49111, -9.08619, -2.11805)
O (-3.27411, -7.23896, -0.57467)
H (-1.53639, -9.24969, -0.15017)
H (-2.61530, -9.08201, 1.23087)
H (-2.75954, -10.48901, 0.16695)
H (-4.55373, -8.77176, -0.27941)
H (-2.49428, -8.91340, -2.53364)
H (-4.19904, -8.51333, -2.71838)
H (-3.72724, -10.14694, -2.21698)
H (-2.38254, -7.08844, -0.90999)
C (-5.87313, 1.05425, -6.21242)
C (-5.40512, 0.06669, -5.15420)
C (-5.08971, 0.76491, -3.83948)
O (-4.26275, -0.65016, -5.61716)
H (-5.08817, 1.78655, -6.41814)
H (-6.09435, 0.53651, -7.14610)
H (-6.76770, 1.58853, -5.88946)
H (-6.17917, -0.68482, -4.99132)
H (-4.28137, 1.48767, -3.97801)
H (-4.75801, 0.04233, -3.09334)
H (-5.96183, 1.29122, -3.44890)
H (-3.55500, -0.00907, -5.76419)
C (-4.78604, -9.80252, -6.28510)
C (-3.26601, -9.75680, -6.24521)
C (-2.74885, -8.32824, -6.31609)
O (-2.71868, -10.53630, -7.30874)
H (-5.15357, -9.37741, -7.22318)
H (-5.13821, -10.83266, -6.22994)
H (-5.22209, -9.24020, -5.45831)
H (-2.91315, -10.22479, -5.32528)
H (-3.05640, -7.85938, -7.25485)
H (-1.65972, -8.31496, -6.28333)
H (-3.12910, -7.72554, -5.49025)
H (-3.01263, -10.14466, -8.13885)
C (-8.51469, -4.15540, -5.48624)
C (-8.45207, -3.13705, -4.35843)
C (-7.86587, -3.73888, -3.09101)
O (-9.75230, -2.60521, -4.09940)
H (-9.15993, -4.99262, -5.20502)
H (-8.93403, -3.70349, -6.38510)
H (-7.52468, -4.54698, -5.72249)
H (-7.84409, -2.28786, -4.67068)
H (-8.49160, -4.56393, -2.73875)
H (-7.82705, -2.99306, -2.29749)
H (-6.85785, -4.11881, -3.26019)
H (-10.31504, -3.33549, -3.81872)

Mulliken population analysis, charges in e, atoms 1 to 99: atom 1 (C): -1.234, atom 2 (C): -0.292, atom 3 (C): 0.343, atom 4 (C): -1.177, atom 5 (C): -0.677, atom 6 (C): 0.088, atom 7 (C): -1.010, atom 8 (C): -0.648, atom 9 (P): 0.537, atom 10 (O): -0.932, atom 11 (O): -0.095, atom 12 (C): -0.522, atom 13 (C): -0.819, atom 14 (O): -0.056, atom 15 (C): -0.430, atom 16 (C): -0.801, atom 17 (P): -0.431, atom 18 (P): 0.842, atom 19 (O): -0.686, atom 20 (O): -0.484, atom 21 (O): -0.353, atom 22 (H): 0.324, atom 23 (H): 0.267, atom 24 (H): 0.388, atom 25 (H): 0.098, atom 26 (H): 0.349, atom 27 (H): 0.324, atom 28 (H): -0.397, atom 29 (H): 0.302, atom 30 (H): 0.433, atom 31 (H): 0.288, atom 32 (H): 0.624, atom 33 (H): 0.370, atom 34 (H): 0.494, atom 35 (H): 0.592, atom 36 (H): 0.233, atom 37 (H): 0.436, atom 38 (H): 0.358, atom 39 (H): 0.171, atom 40 (H): 0.217, atom 41 (H): 0.326, atom 42 (H): 0.349, atom 43 (H): 0.372, atom 44 (H): 0.125, atom 45 (H): 0.226, atom 46 (H): 0.222, atom 47 (H): -0.197, atom 48 (H): 0.316, atom 49 (H): 0.175, atom 50 (C): -1.322, atom 51 (C): 0.440, atom 52 (C): -1.301, atom 53 (O): -0.488, atom 54 (H): 0.348, atom 55 (H): 0.326, atom 56 (H): 0.379, atom 57 (H): 0.260, atom 58 (H): 0.341, atom 59 (H): 0.315, atom 60 (H): 0.379, atom 61 (H): 0.285, atom 62 (C): -0.590, atom 63 (C): 0.660, atom 64 (C): -1.315, atom 65 (O): -0.503, atom 66 (H): 0.166, atom 67 (H): -0.204, atom 68 (H): 0.420, atom 69 (H): 0.244, atom 70 (H): 0.183, atom 71 (H): 0.374, atom 72 (H): 0.350, atom 73 (H): 0.299, atom 74 (C): -1.387, atom 75 (C): 0.384, atom 76 (C): -1.200, atom 77 (O): -0.380, atom 78 (H): 0.344, atom 79 (H): 0.323, atom 80 (H): 0.400, atom 81 (H): 0.249, atom 82 (H): 0.325, atom 83 (H): 0.287, atom 84 (H): 0.372, atom 85 (H): 0.281, atom 86 (C): -1.390, atom 87 (C): 0.413, atom 88 (C): -0.980, atom 89 (O): -0.475, atom 90 (H): 0.306, atom 91 (H): 0.334, atom 92 (H): 0.417, atom 93 (H): 0.286, atom 94 (H): 0.333, atom 95 (H): 0.038, atom 96 (H): 0.420, atom 97 (H): 0.304, atom 98 (C): -1.153, atom 99 (C): 0.430